(1)
A 2-piece molecular cluster, C6H13NO overall, computed with ωB97M-V/def2-TZVPD.

Bonds (Å) are listed after each position.
Element x y z (Å)
1 H -1.0943 0.2067 -2.6312  C3 1.108
2 C 0.7845 -0.0697 1.2051  H8 1.069, C12 1.315, C17 1.433
3 C -1.0946 1.1068 -1.9855  H1 1.108, H5 1.224, C14 1.506, H21 1.153
4 H 1.6543 1.1022 -2.4314  C19 1.139
5 H -1.1340 2.0767 -2.7310  C3 1.224
6 H -1.7587 -2.3208 1.4228  O18 0.951
7 H -0.4356 -2.3514 1.2725  O18 0.986
8 H 0.3291 -0.3574 2.1285  C2 1.069
9 N -1.2972 -0.7045 0.1805  H11 0.973, H13 1.038, C17 1.421
10 H 1.0768 2.6580 -1.6816  C19 1.124
11 H -1.8891 -0.6399 -0.5887  N9 0.973
12 C 2.0608 0.2034 1.0441  C2 1.315, H15 1.058, H20 1.065
13 H -1.8529 -0.3387 0.9775  N9 1.038
14 C 0.0489 0.7976 -1.0552  C3 1.506, C17 1.369, C19 1.464
15 H 2.6493 0.1744 1.9234  C12 1.058
16 H 1.9278 1.4905 -0.6783  C19 1.073
17 C -0.1022 0.0587 0.0873  C2 1.433, N9 1.421, C14 1.369
18 O -1.0503 -2.5168 2.0254  H6 0.951, H7 0.986
19 C 1.2217 1.5615 -1.4828  H4 1.139, H10 1.124, C14 1.464, H16 1.073
20 H 2.6180 0.2759 0.1394  C12 1.065
21 H -2.1229 1.1395 -1.4660  C3 1.153

Summary:
Kohn-Sham gap in eV: 8.83
LUMO energy in eV: 0.789
Structure (SMILES): C=CC(N)=C(C)C.O
Total charge: 0
Energy above the lowest of the compared OMol25 structures with the same formula, charge and spin in kcal/mol: 79.7

***

(2)
The molecule C6H13NO, computed with ωB97M-V/def2-TZVPD.

Bonds (Å) are listed after each position.
Element x y z (Å)
1 H -1.1352 2.1961 -2.1437  C17 1.038
2 H 0.2522 -2.3721 2.2297  C18 1.187
3 H 2.2321 -0.5397 1.5872  C11 1.099
4 H 1.0516 -0.0269 2.6832  C11 1.061
5 H -1.3640 0.0951 1.5068  C20 1.151
6 C 0.2080 0.5602 -2.5420  H13 1.107, C17 1.485, O19 1.222
7 C -0.5240 1.3210 -0.2453  H12 1.110, C17 1.587, C20 1.510, H21 1.143
8 H 1.4965 1.0514 1.5559  C11 0.996
9 N 0.3911 -0.6222 0.7231  C11 1.498, C18 1.519, C20 1.399
10 H -0.7486 -2.5003 0.7616  C18 1.120
11 C 1.3253 0.0759 1.6631  H3 1.099, H4 1.061, H8 0.996, N9 1.498
12 H 0.5215 1.6895 -0.2939  C7 1.110
13 H 0.6135 1.1050 -3.4162  C6 1.107
14 H 0.9772 -2.7185 0.4554  C18 1.145
15 H -1.8080 0.5780 -1.8045  C17 1.158
16 H -1.3352 -0.6312 -0.1955  C20 1.090
17 C -0.8694 1.2564 -1.7929  H1 1.038, C6 1.485, C7 1.587, H15 1.158
18 C 0.2461 -2.0922 1.0757  H2 1.187, N9 1.519, H10 1.120, H14 1.145
19 O 0.4835 -0.6261 -2.4435  C6 1.222
20 C -0.8206 0.0379 0.4937  H5 1.151, C7 1.510, N9 1.399, H16 1.090
21 H -1.1935 2.1627 0.1419  C7 1.143

Summary:
Kohn-Sham gap in eV: 9.00
LUMO energy in eV: 0.842
Structure (SMILES): CN(C)CCCC=O
Total charge: 0
Energy above the lowest of the compared OMol25 structures with the same formula, charge and spin in kcal/mol: 75.5

***

(3)
A 2-piece molecular cluster, C6H13NO overall, computed with ωB97M-V/def2-TZVPD.

Bonds (Å) are listed after each position.
Element x y z (Å)
1 H 2.3289 -1.2204 -2.0324  N16 1.003
2 H 1.1787 5.0729 2.8170  O19 0.959
3 C -2.0973 -1.0780 0.3633  H4 1.087, C9 1.348, C12 1.509
4 H -1.8153 -0.2639 1.0266  C3 1.087
5 C 0.9517 -0.8096 -0.5776  N16 1.407, C18 1.337, H20 1.079
6 H 3.8789 -0.2733 0.0613  C21 1.087
7 H 3.9617 0.2953 -1.5218  C21 1.090
8 H 2.8231 1.0759 -0.4327  C21 1.093
9 C -1.4314 -1.3603 -0.7737  C3 1.348, H17 1.095, C18 1.451
10 H 0.1534 -1.7882 -2.2135  C18 1.082
11 H -3.9023 -1.1775 1.5064  C12 1.083
12 C -3.4921 -1.6045 0.5990  C3 1.509, H11 1.083, H14 1.093, H15 1.098
13 H 0.1859 5.9132 1.9978  O19 0.972
14 H -3.4918 -2.6963 0.5575  C12 1.093
15 H -4.1386 -1.3198 -0.2415  C12 1.098
16 N 2.2619 -0.9096 -1.0814  H1 1.003, C5 1.407, C21 1.454
17 H -2.0180 -2.0909 -1.3396  C9 1.095
18 C -0.0799 -1.2667 -1.2944  C5 1.337, C9 1.451, H10 1.082
19 O 0.6084 5.8423 2.8707  H2 0.959, H13 0.972
20 H 0.8970 -0.4495 0.4379  C5 1.079
21 C 3.2374 0.1089 -0.7289  H6 1.087, H7 1.090, H8 1.093, N16 1.454

Summary:
Kohn-Sham gap in eV: 7.95
LUMO energy in eV: 0.586
Structure (SMILES): C/C=C/C=C/NC.O
Total charge: 0
Energy above the lowest of the compared OMol25 structures with the same formula, charge and spin in kcal/mol: 62.3

***

(4)
The molecule C6H13NO, computed with ωB97M-V/def2-TZVPD.

Bonds (Å) are listed after each position.
Element x y z (Å)
1 H -0.1205 -0.5381 1.7091  C3 1.079
2 H -1.4843 0.1526 0.7782  C3 1.100
3 C -0.5329 -0.3967 0.7225  H1 1.079, H2 1.100, C15 1.544, C17 1.559
4 H 0.3653 3.5862 -1.3075  C5 1.088
5 C -0.3323 2.7597 -1.1882  H4 1.088, H6 1.089, N11 1.482, H16 1.086
6 H -0.1889 2.0611 -2.0111  C5 1.089
7 C 0.0390 -2.8929 0.4528  H8 1.092, H10 1.092, H14 1.097, C15 1.532
8 H -0.6089 -3.7575 0.6142  C7 1.092
9 O 2.7215 0.4844 -0.1834  C13 1.209
10 H 0.6728 -2.7062 1.3217  C7 1.092
11 N -0.1615 1.9564 0.0455  C5 1.482, C17 1.507, H19 0.996
12 H -0.6833 -1.4806 -1.0597  C15 1.096
13 C 1.7709 0.7502 0.5147  O9 1.209, C17 1.546, H21 1.099
14 H 0.7881 -3.1234 -0.3141  C7 1.097
15 C -0.8412 -1.7244 -0.0033  C3 1.544, C7 1.532, H12 1.096, H20 1.095
16 H -1.3895 3.0099 -1.1815  C5 1.086
17 C 0.3729 0.5561 -0.1155  C3 1.559, N11 1.507, C13 1.546, H18 1.090
18 H 0.5151 0.2350 -1.1472  C17 1.090
19 H -0.9085 1.9455 0.7039  N11 0.996
20 H -1.8988 -1.9858 0.1039  C15 1.095
21 H 1.9050 1.1084 1.5451  C13 1.099

Summary:
Kohn-Sham gap in eV: 9.66
LUMO energy in eV: 0.990
Structure (SMILES): CCC[C@H](C=O)NC
Total charge: 0
Energy above the lowest of the compared OMol25 structures with the same formula, charge and spin in kcal/mol: 52.8

***

What is the energy above the lowest of the compared OMol25 structures with the same formula, charge and spin in the second record?
75.5 kcal/mol

***

What did the fourth record say?
The molecule C6H13NO, computed with ωB97M-V/def2-TZVPD.

Bonds (Å) are listed after each position.
Element x y z (Å)
1 H -0.1205 -0.5381 1.7091  C3 1.079
2 H -1.4843 0.1526 0.7782  C3 1.100
3 C -0.5329 -0.3967 0.7225  H1 1.079, H2 1.100, C15 1.544, C17 1.559
4 H 0.3653 3.5862 -1.3075  C5 1.088
5 C -0.3323 2.7597 -1.1882  H4 1.088, H6 1.089, N11 1.482, H16 1.086
6 H -0.1889 2.0611 -2.0111  C5 1.089
7 C 0.0390 -2.8929 0.4528  H8 1.092, H10 1.092, H14 1.097, C15 1.532
8 H -0.6089 -3.7575 0.6142  C7 1.092
9 O 2.7215 0.4844 -0.1834  C13 1.209
10 H 0.6728 -2.7062 1.3217  C7 1.092
11 N -0.1615 1.9564 0.0455  C5 1.482, C17 1.507, H19 0.996
12 H -0.6833 -1.4806 -1.0597  C15 1.096
13 C 1.7709 0.7502 0.5147  O9 1.209, C17 1.546, H21 1.099
14 H 0.7881 -3.1234 -0.3141  C7 1.097
15 C -0.8412 -1.7244 -0.0033  C3 1.544, C7 1.532, H12 1.096, H20 1.095
16 H -1.3895 3.0099 -1.1815  C5 1.086
17 C 0.3729 0.5561 -0.1155  C3 1.559, N11 1.507, C13 1.546, H18 1.090
18 H 0.5151 0.2350 -1.1472  C17 1.090
19 H -0.9085 1.9455 0.7039  N11 0.996
20 H -1.8988 -1.9858 0.1039  C15 1.095
21 H 1.9050 1.1084 1.5451  C13 1.099

Summary:
Kohn-Sham gap in eV: 9.66
LUMO energy in eV: 0.990
Structure (SMILES): CCC[C@H](C=O)NC
Total charge: 0
Energy above the lowest of the compared OMol25 structures with the same formula, charge and spin in kcal/mol: 52.8